Computed, not measured: a structure of composition C72H111F36N23O24S10, with the ωB97M-V functional and the def2-TZVPD basis.

## Properties
largest force on an atom: 8.0 eV/A
charge: +2
relative energy (zero: lowest compared OMol25 entry of this formula, charge and spin): 242.2 kcal/mol
DFT total energy: -13451.2008 Ha
HOMO energy: -10.3 eV

CARTESIAN COORDINATES (ANGSTROEM)
C  9.0607  2.9161  0.1258
C  7.7829  3.5446  -0.3231
N  6.7535  3.2104  0.6323
C  6.6771  3.4481  1.9799
C  5.5513  2.9131  2.5019
N  4.9658  2.2141  1.4588
C  5.7203  2.3772  0.2879
C  3.7543  1.3553  1.5233
H  9.0048  1.8749  0.4434
H  9.6348  3.4681  0.8700
H  9.6238  2.8617  -0.8059
H  7.5000  3.0383  -1.2460
H  7.7997  4.6284  -0.4380
H  7.3912  4.0792  2.4880
H  5.1328  2.9252  3.4974
H  5.5340  2.0034  -0.7080
H  4.0636  0.3945  1.1120
H  2.8943  1.8125  1.0340
H  3.4460  1.2021  2.5575
C  -7.6399  2.8215  5.9224
C  -7.6203  1.3473  5.5467
N  -6.7918  1.1684  4.3663
C  -5.5616  0.6362  4.3782
C  -5.1119  0.5892  3.0798
N  -6.0855  1.2109  2.3085
C  -7.1635  1.5082  3.1037
C  -6.1775  1.4454  0.9053
H  -7.7875  3.4792  5.0658
H  -6.7392  3.2467  6.3652
H  -8.4583  2.8628  6.6412
H  -8.5539  0.8477  5.2880
H  -7.2789  0.7783  6.4114
H  -5.1618  0.3417  5.3374
H  -4.1784  0.2395  2.6642
H  -8.1112  1.8897  2.7533
H  -5.3350  2.1108  0.7173
H  -7.0658  2.0386  0.6883
H  -6.2134  0.4555  0.4504
C  -5.5588  -4.0514  -4.5593
C  -4.8492  -4.8352  -3.4250
N  -4.3190  -3.9617  -2.4306
C  -3.5290  -2.8659  -2.6699
C  -3.4129  -2.1588  -1.4516
N  -4.0531  -2.8554  -0.4703
C  -4.6220  -3.9835  -1.0761
C  -4.2242  -2.4827  0.9098
H  -6.2112  -3.2589  -4.1928
H  -5.9923  -4.7826  -5.2415
H  -4.8378  -3.4539  -5.1173
H  -4.0136  -5.4202  -3.8091
H  -5.5286  -5.4878  -2.8767
H  -3.1663  -2.6948  -3.6727
H  -2.7758  -1.3238  -1.2001
H  -5.2866  -4.6980  -0.6131
H  -3.7736  -1.5393  1.2182
H  -3.8135  -3.3330  1.4543
H  -5.2972  -2.5309  1.0951
C  3.9050  5.3518  5.8138
C  3.7447  4.3222  6.9719
N  2.4100  3.8050  7.2138
C  1.3630  4.4576  7.8803
C  0.2735  3.7331  7.7119
N  0.5476  2.5630  7.0309
C  1.8802  2.5977  6.7511
C  -0.3671  1.4836  6.7425
H  3.8126  4.8891  4.8312
H  4.7815  5.9963  5.8803
H  3.1388  6.1233  5.7377
H  4.2280  4.5922  7.9108
H  4.3093  3.4835  6.5646
H  1.5605  5.3566  8.4452
H  -0.7399  3.8805  8.0549
H  2.3890  1.7801  6.2621
H  -0.9704  1.3555  7.6413
H  0.1965  0.5506  6.7433
H  -0.9899  1.5931  5.8547
C  -0.7699  -3.5931  1.1773
C  -0.7245  -5.0536  0.5254
N  -0.9710  -6.0692  1.6022
C  -0.0258  -6.5348  2.4820
C  -0.6560  -7.1019  3.5786
N  -1.9828  -7.2267  3.2526
C  -2.2066  -6.4425  2.1273
C  -3.0281  -8.0086  3.9437
H  -1.0485  -2.7796  0.5073
H  0.2595  -3.4166  1.4895
H  -1.4670  -3.5374  2.0133
H  0.1114  -5.3308  -0.1169
H  -1.6018  -5.0689  -0.1214
H  1.0121  -6.2604  2.3640
H  -0.2882  -7.5568  4.4865
H  -3.1880  -6.0982  1.8365
H  -2.7291  -9.0515  3.8391
H  -3.9689  -7.6805  3.5015
H  -3.0317  -7.7005  4.9892
C  -3.6825  4.1942  4.6762
C  -4.6262  4.0567  3.4809
N  -4.7225  5.2605  2.6566
C  -5.5074  6.3633  2.9326
C  -5.1473  7.3667  2.0784
N  -4.1941  6.8282  1.2776
C  -3.8756  5.5532  1.6264
C  -3.6050  7.5489  0.1835
H  -4.2052  4.6913  5.4934
H  -2.8596  4.8169  4.3252
H  -3.3066  3.2326  5.0255
H  -5.6004  3.6802  3.7927
H  -4.3603  3.2196  2.8354
H  -6.1252  6.3634  3.8184
H  -5.5452  8.3638  1.9605
H  -3.1699  4.8112  1.2831
H  -3.4421  8.5955  0.4406
H  -4.3401  7.7167  -0.6037
H  -2.6883  7.0806  -0.1750
C  -1.8824  5.6174  -2.7790
C  -2.3483  4.5705  -1.7223
N  -2.7354  3.3045  -2.3408
C  -1.9502  2.4645  -3.1284
C  -2.7245  1.3243  -3.5466
N  -3.9254  1.5605  -2.9780
C  -3.8967  2.6932  -2.1577
C  -5.0561  0.6411  -3.0760
H  -1.5358  6.4796  -2.2092
H  -2.5767  5.8969  -3.5714
H  -1.0378  5.2574  -3.3664
H  -3.2010  4.9995  -1.1961
H  -1.5302  4.3873  -1.0257
H  -0.9210  2.7358  -3.3114
H  -2.5358  0.4545  -4.1584
H  -4.7432  3.0820  -1.6113
H  -4.8989  0.1630  -4.0428
H  -6.0236  1.1377  -3.0020
H  -4.9823  -0.2171  -2.4080
C  5.2606  -5.1595  -5.1943
C  4.5518  -3.9493  -4.6347
N  3.0710  -4.0176  -4.8393
C  2.3788  -3.5190  -5.9273
C  1.0001  -3.6740  -5.7251
N  0.8796  -4.2647  -4.4791
C  2.0942  -4.4499  -3.8891
C  -0.3760  -4.6554  -3.9028
H  6.2961  -5.0029  -5.4966
H  4.8217  -5.4190  -6.1577
H  5.1945  -5.9720  -4.4707
H  4.9407  -3.0035  -5.0119
H  4.6527  -3.8972  -3.5507
H  2.9713  -3.1279  -6.7412
H  0.1435  -3.3770  -6.3120
H  2.2866  -4.8668  -2.9116
H  -1.1990  -4.8381  -4.5938
H  -0.6347  -3.9064  -3.1544
H  -0.1424  -5.6053  -3.4219
C  0.5257  0.8280  -6.8330
C  1.8968  0.3201  -6.5671
N  2.7377  0.4757  -7.7496
C  3.4637  1.6484  -8.1713
C  3.9843  1.3437  -9.4298
N  3.6462  0.0324  -9.7697
C  2.9474  -0.4892  -8.6604
C  3.9310  -0.6762  -10.9860
H  0.6523  1.8751  -7.1077
H  -0.0954  0.8213  -5.9372
H  0.0166  0.3169  -7.6501
H  1.9023  -0.7148  -6.2249
H  2.3434  0.8892  -5.7518
H  3.5929  2.4770  -7.4908
H  4.6458  1.9065  -10.0718
H  2.5308  -1.4854  -8.6769
H  3.8182  -1.7595  -10.9417
H  4.8996  -0.3757  -11.3857
H  3.2635  -0.1642  -11.6791
C  6.8321  -6.2681  -1.5230
F  7.3272  -6.5290  -0.2972
F  6.8683  -4.9580  -1.5658
F  7.5266  -6.9446  -2.4707
S  5.0138  -6.9618  -1.2873
O  4.8036  -7.8467  -2.3809
O  4.9754  -7.6422  0.0519
N  4.0442  -5.4907  -1.5605
S  3.8744  -5.0300  -0.1595
O  2.6860  -5.6506  0.4759
O  4.9756  -4.9958  0.7651
C  3.5804  -3.1256  -0.5821
F  2.4521  -2.9174  -1.0999
F  3.6524  -2.3945  0.5250
F  4.5365  -2.6994  -1.3856
C  3.6874  5.8937  0.5491
F  4.6029  5.4364  -0.2877
F  4.0178  5.4339  1.7422
F  3.6865  7.1942  0.5110
S  1.8698  5.3207  -0.0170
O  1.8577  5.6025  -1.4411
O  1.9098  3.8718  0.2204
N  0.9200  6.3415  1.0092
S  0.4793  5.4103  2.1640
O  -0.6376  4.5518  1.8035
O  1.5763  4.7419  2.8391
C  -0.2258  6.6260  3.3785
F  -1.3509  7.1824  2.8974
F  -0.5053  5.9830  4.5167
F  0.6724  7.5703  3.6651
C  3.3747  1.9998  -3.2893
F  3.6339  2.9276  -2.3540
F  2.0052  1.8160  -3.2277
F  3.7221  2.4182  -4.5497
S  4.3514  0.3499  -2.8109
O  3.9546  0.0567  -1.4307
O  4.0602  -0.7150  -3.7691
N  6.0531  0.9307  -2.7191
S  6.7454  -0.1511  -3.5415
O  6.6630  -1.4819  -2.9694
O  6.5833  -0.0284  -5.0101
C  8.5942  0.3307  -3.3359
F  8.9646  -0.0124  -2.1455
F  9.3856  -0.3003  -4.2036
F  8.7532  1.7328  -3.5622
C  3.8484  -6.3055  6.7758
F  4.6520  -5.6170  7.6276
F  4.4105  -7.5717  6.5715
F  2.6269  -6.3676  7.2470
S  3.8319  -5.4408  5.0190
O  5.2689  -5.3399  4.6374
O  3.0211  -6.3103  4.1559
N  3.1009  -3.9257  5.4134
S  2.4428  -3.4609  4.0168
O  3.3201  -3.5485  2.8442
O  1.0375  -3.8706  3.8332
C  2.3170  -1.5562  4.3917
F  3.5711  -1.1866  4.7991
F  1.9891  -0.9428  3.2720
F  1.3349  -1.3859  5.3740
C  -2.9462  -2.1813  5.0473
F  -2.6902  -3.2290  4.2442
F  -1.8864  -1.4229  5.3879
F  -3.8237  -1.4510  4.4229
S  -3.7687  -2.7031  6.6851
O  -4.6479  -3.7395  6.3279
O  -2.7021  -3.1269  7.5497
N  -4.5262  -1.1464  7.1339
S  -3.7537  -0.6882  8.3826
O  -4.2415  -1.0731  9.7133
O  -2.2640  -0.6704  8.2112
C  -4.2902  1.1820  8.4022
F  -5.5628  1.3743  8.5666
F  -3.5665  1.8316  9.2797
F  -3.9801  1.6758  7.2136
C  -1.5654  0.9137  0.5868
O  -0.9724  -0.0735  -0.3079
O  -2.9194  0.9679  0.2954
C  -1.1569  0.6950  2.0571
F  0.1610  0.6856  2.1104
F  -1.6174  1.6865  2.8802
F  -1.5125  -0.4939  2.5337
C  0.2454  0.1184  -0.9914
C  0.3157  -0.8452  -2.2153
H  0.4773  -1.8789  -1.9096
H  -0.5505  -0.8097  -2.8761
H  1.2143  -0.7249  -2.8203
H  1.1809  0.0817  -0.4332
H  0.4211  1.1005  -1.4304
H  -1.0016  1.7954  0.2823
C  -2.4556  -1.4051  -6.9646
O  -2.3748  0.0112  -6.6880
O  -1.7851  -1.9841  -5.9012
C  -3.8233  -1.9540  -7.5024
F  -4.2568  -1.6464  -8.7366
F  -3.9219  -3.2359  -7.4722
F  -4.8447  -1.5466  -6.7133
C  -3.1752  0.8963  -7.4658
C  -2.5730  2.3230  -7.5000
H  -1.4895  2.3145  -7.6190
H  -3.0055  2.7162  -8.4199
H  -2.8548  2.9476  -6.6523
H  -4.0559  0.9917  -6.8308
H  -3.4765  0.5784  -8.4639
H  -1.8477  -1.4379  -7.8688